No. 1
23
Properties=species:S:1:pos:R:3:forces:R:3 method="wB97M-V/def2-TZVPD" max_force_ev_per_a=2.12 orbital_gap_ev=9.0 smiles="CN(C)Cn1ccccc1=O" total_charge=0 homo_energy_ev=-8.17 relative_energy_kcal_mol=29.8 lumo_ev=0.86
C 0.688860 2.693118 0.485652 0.3 -0.8 0.6
N 0.457985 1.741122 -0.578747 0.1 0.2 -1.1
C -0.773399 1.766523 -1.363887 0.6 -0.4 0.7
C 1.163566 0.547866 -0.660667 -1.8 -0.5 0.7
N 0.325566 -0.735330 -0.076795 0.9 1.7 -0.9
C 0.172406 -1.836910 -0.838690 -0.1 -0.9 0.7
C -0.325198 -2.991775 -0.285439 0.2 0.3 -0.2
C -0.639395 -2.974851 1.115074 0.0 0.3 -0.1
C -0.592077 -1.810246 1.830546 0.0 -0.7 -0.8
C -0.272468 -0.589039 1.159658 -0.8 0.8 0.4
O -0.578792 0.524476 1.612162 0.6 -0.9 0.0
H -0.108640 3.425538 0.453476 0.1 0.3 0.0
H 0.595102 2.143407 1.442261 0.2 0.7 -0.3
H 1.685649 3.160156 0.378575 -0.5 0.0 0.1
H -1.347810 2.638473 -1.060807 0.0 0.1 -0.4
H -0.509829 1.758897 -2.437453 -0.4 0.1 0.3
H -1.378493 0.880842 -1.098335 0.0 0.2 -0.3
H 1.229135 0.273776 -1.739472 0.8 -0.2 0.8
H 2.039785 0.571412 0.014020 -0.1 -0.1 -1.0
H 0.467084 -1.749335 -1.880503 0.1 -0.1 0.1
H -0.428415 -3.877735 -0.914688 0.0 0.3 0.4
H -0.970012 -3.886387 1.596403 0.0 0.0 0.0
H -0.900609 -1.673997 2.847655 -0.1 -0.3 0.4


No. 2
13
Properties=species:S:1:pos:R:3:forces:R:3 method="wB97M-V/def2-TZVPD" max_force_ev_per_a=1.71 orbital_gap_ev=8.2 smiles=Nc1nc(O)[nH]c1S total_charge=0 homo_energy_ev=-7.73 relative_energy_kcal_mol=14.9 lumo_ev=0.47
N 1.896067 -0.251736 -1.283375 0.3 0.0 0.0
C 0.943795 -0.099746 -0.284416 0.5 0.0 -1.6
N 1.286289 0.178821 0.991357 -0.7 -0.5 0.8
C 0.139398 0.212959 1.632301 0.4 1.2 0.0
O 0.143617 0.555606 2.955859 -1.2 -0.7 -1.0
N -0.954754 0.032434 0.815491 0.5 -0.2 0.3
C -0.397623 -0.222258 -0.453769 -0.5 0.5 -0.8
S -1.309812 -0.172248 -1.962254 0.3 -0.6 0.9
H 1.568508 -0.142757 -2.232138 -0.3 -0.1 0.2
H 2.749130 0.269231 -1.156783 0.0 0.0 0.3
H -0.743308 0.334060 3.278035 0.3 0.2 0.3
H -1.937482 0.293933 0.861127 0.6 -0.1 0.7
H -1.535417 -1.505727 -2.030067 -0.1 0.3 -0.2


No. 3
95
Properties=species:S:1:pos:R:3:forces:R:3 method="wB97M-V/def2-TZVPD" max_force_ev_per_a=6.84 orbital_gap_ev=7.3 total_charge=+1 homo_energy_ev=-10.37 lumo_ev=-3.10
C -1.603059 -3.317007 0.355470 -2.7 -2.1 -5.9
C -2.110592 -3.844294 -0.752562 0.6 3.3 5.8
C -3.227636 -4.242336 -1.865405 1.7 -0.3 0.7
C -3.398146 -3.140094 -3.037137 0.1 -1.7 -0.3
C -4.408629 -3.913651 -4.085092 -0.3 -0.1 -0.8
C -5.895070 -3.493785 -3.588857 1.2 -0.5 -1.7
N -5.611982 -2.123946 -2.960798 -1.4 -0.9 2.5
C -4.148401 -1.740193 -2.736650 1.6 -1.4 -0.3
Br -4.245953 -1.089155 -0.823137 0.5 -0.5 -0.8
P -3.513626 -0.139768 -3.612922 -0.3 1.7 -0.7
C -1.615189 0.047934 -3.304619 -0.3 0.0 0.1
C -3.715355 -0.248072 -5.495682 1.0 -0.4 -1.2
C -2.922312 -1.468702 -6.207287 -0.5 -0.5 -0.9
H -1.153298 -2.716636 1.240877 -0.8 -1.7 -2.1
H -2.815228 -5.207676 -2.375151 -0.8 1.8 0.8
H -4.241017 -4.535382 -1.408916 1.7 0.6 -0.2
H -2.315565 -3.047141 -3.459788 -2.2 0.4 0.6
H -4.240818 -5.056319 -4.064003 -0.4 1.9 0.3
H -4.297799 -3.681717 -5.209342 0.1 0.2 1.9
H -6.261199 -4.310245 -2.857786 0.3 2.0 -0.9
H -6.669496 -3.233663 -4.396994 1.3 -1.1 1.1
H -6.273435 -1.384344 -3.259781 0.8 -0.2 -0.2
H -5.899363 -2.322745 -1.968305 0.0 0.8 -0.9
H -0.986565 -0.686049 -3.926087 -0.8 1.2 1.1
H -1.451944 -0.034365 -2.167834 -0.1 -0.1 -1.8
H -1.384131 1.157047 -3.588459 -0.5 -2.1 0.3
H -3.263514 0.741431 -5.940317 -1.0 -1.5 1.2
H -4.835125 -0.236528 -5.816561 1.9 -0.1 0.8
H -2.437433 -2.218698 -5.483475 -0.7 1.3 -1.0
H -2.089118 -1.118561 -6.945719 -1.7 -0.5 1.4
H -3.720380 -2.067603 -6.815333 1.7 0.9 0.9
C 1.012569 1.589079 -0.516866 0.4 0.2 -0.2
O 1.186957 2.437759 -1.379359 -0.1 0.0 0.0
N -0.217065 1.265062 -0.049412 -1.0 0.0 0.0
N 2.029682 0.899057 0.046905 0.6 -0.3 0.0
H -0.382142 0.570887 0.658668 0.0 0.1 0.0
H -1.003987 1.758079 -0.444674 0.1 -0.1 0.2
H 2.962450 1.110893 -0.273581 -0.1 -0.1 0.1
H 1.905685 0.197644 0.757981 0.2 0.1 0.2
C 3.398333 -2.667476 -1.179461 0.1 0.0 -0.1
O 3.819882 -2.305237 -0.089973 0.0 0.0 0.1
N 2.346768 -2.069003 -1.780821 -0.8 0.5 -0.1
N 3.943958 -3.691854 -1.873322 0.5 -0.6 0.0
H 1.978861 -2.344242 -2.673852 0.1 0.0 0.1
H 1.916041 -1.300483 -1.288705 0.1 0.0 -0.2
H 4.731625 -4.162339 -1.454670 -0.2 0.1 -0.1
H 3.610643 -4.001928 -2.768597 0.0 0.1 0.1
C 3.205554 -2.175386 3.443681 0.0 -0.3 -0.1
O 3.198760 -0.992102 3.127192 0.0 0.4 0.0
N 3.307013 -2.585969 4.729179 0.1 0.2 0.9
N 3.111658 -3.172494 2.536228 -0.4 -0.2 -0.5
H 3.314228 -3.550254 5.009607 0.0 0.1 -0.1
H 3.378789 -1.869511 5.436463 0.0 -0.1 -0.1
H 3.034363 -2.902609 1.564743 0.4 0.0 0.0
H 3.114247 -4.148348 2.773852 0.0 0.2 0.1
C 3.577566 6.025093 -0.640765 -0.2 0.5 -0.4
O 3.688053 7.155059 -1.090898 0.0 -0.1 0.1
N 2.674753 5.134934 -1.113380 -0.5 -0.2 -0.3
N 4.349816 5.563163 0.372086 0.7 0.0 0.8
H 2.568167 4.201271 -0.757178 -0.1 0.0 -0.2
H 2.080534 5.440545 -1.867972 0.1 -0.2 0.2
H 5.035700 6.196754 0.752278 -0.2 -0.2 -0.1
H 4.274928 4.638255 0.756126 0.0 0.1 -0.1
C -2.051470 3.374746 2.697171 -0.1 -0.1 0.0
O -2.833507 2.536221 2.268269 0.0 -0.2 -0.1
N -2.409418 4.310167 3.606106 -0.6 0.4 0.5
N -0.760662 3.438068 2.298677 0.7 -0.2 -0.4
H -1.782791 5.005851 3.969842 0.0 -0.1 0.0
H -3.364647 4.295795 3.928247 0.2 0.0 -0.1
H -0.457859 2.755701 1.621223 0.0 0.2 0.1
H -0.101776 4.116858 2.636909 -0.1 -0.1 0.0
C 5.326979 0.614116 6.293210 0.3 0.1 -0.2
O 4.222400 0.924360 6.722034 -0.1 0.1 -0.2
N 5.529368 0.225577 5.014566 -0.4 -0.1 -0.6
N 6.439644 0.633316 7.062186 0.3 0.1 0.8
H 6.426158 -0.032981 4.643540 -0.1 0.1 0.1
H 4.721106 0.198430 4.407991 0.1 -0.1 -0.1
H 6.329137 0.918249 8.023656 0.1 -0.1 -0.2
H 7.353799 0.382902 6.730095 -0.1 0.0 0.0
C -4.046310 3.742385 -6.798267 0.2 0.0 -0.1
O -3.311186 2.764175 -6.789555 0.1 -0.2 0.1
N -3.753098 4.868396 -7.485800 0.5 0.4 -0.5
N -5.217028 3.782835 -6.120561 -0.7 -0.4 0.5
H -4.342493 5.681513 -7.505912 0.1 -0.1 0.0
H -2.888274 4.878035 -8.004326 -0.2 0.0 0.1
H -5.471840 2.961701 -5.594614 0.0 0.3 -0.1
H -5.833698 4.575774 -6.115299 0.1 -0.1 0.0
C 3.124618 -0.590619 9.969301 0.0 0.4 -0.1
O 2.866574 0.526326 10.390004 0.0 -0.1 0.1
N 3.635073 -0.806680 8.734631 0.2 0.1 -0.4
N 2.922257 -1.712503 10.703106 -0.3 -0.7 0.9
H 3.853510 -1.717484 8.372128 0.0 0.1 0.2
H 3.801937 0.009351 8.151671 -0.1 -0.2 -0.1
H 2.542829 -1.593125 11.629529 0.1 -0.1 -0.2
H 3.127656 -2.639488 10.376393 0.0 0.1 0.0